No. 1
A 2-piece molecular cluster, C3H7NO overall. Source: the OMol25 dataset; level of theory: the ωB97M-V functional and the def2-TZVPD basis.

Summary:
Calculated total energy (eV): -6758.28892
HOMO-LUMO gap (eV): 8.0
Multiplicity: 1

Positions of all 12 atoms, in Å:
C -0.275 0.573 -1.457
C 0.074 -0.772 -1.665
N -0.370 -1.742 -0.694
H -0.304 0.788 -0.381
H -0.661 1.243 -2.302
H 0.767 -1.133 -2.551
H -0.929 -1.305 0.079
H -0.683 -2.515 -1.216
C 0.510 1.248 2.484
O 1.753 0.978 2.214
H 0.357 2.205 3.117
H -0.240 0.431 2.370

=====

No. 2
C33H31BrEuF6N4O3PS5 as an isolated structure. Source: the OMol25 dataset; level of theory: the ωB97M-V functional and the def2-TZVPD basis.

Summary:
Calculated total energy (eV): -215965.99830
Net charge: +1
HOMO-LUMO gap (alpha / beta) (eV): 6.3 / 5.0
Multiplicity: 8

Positions of all 85 atoms, in Å:
Eu -0.972 -0.392 0.751
C -3.498 2.941 -0.637
C -2.979 2.913 -2.080
S -1.485 1.912 -2.245
C -1.876 0.854 -3.649
C -3.068 -0.082 -3.465
S -2.994 -1.129 -1.982
C -4.651 -0.853 -1.323
C -4.972 0.573 -0.864
S -3.707 1.346 0.177
H -4.452 3.468 -0.595
H -2.802 3.470 0.013
H -2.756 3.931 -2.398
H -3.735 2.520 -2.760
H -0.960 0.277 -3.795
H -2.026 1.469 -4.537
H -3.136 -0.740 -4.331
H -3.997 0.484 -3.415
H -4.737 -1.549 -0.491
H -5.373 -1.160 -2.081
H -5.893 0.547 -0.285
H -5.138 1.232 -1.715
Br 3.571 -4.957 4.944
C 3.808 -5.014 3.082
C 4.054 -6.233 2.462
C 4.213 -6.276 1.089
C 4.095 -5.104 0.346
C 3.881 -3.874 0.978
C 3.737 -3.834 2.352
N 4.223 -5.200 -1.047
N 3.899 -4.354 -1.890
C 2.837 -3.479 -1.874
C 2.982 -2.293 -2.622
C 2.097 -1.260 -2.486
C 0.988 -1.360 -1.593
O 0.226 -0.400 -1.348
C 0.737 -2.662 -0.965
N -0.393 -2.755 -0.244
C -0.707 -3.920 0.289
C 0.081 -5.062 0.124
C 1.253 -4.961 -0.576
C 1.622 -3.720 -1.125
H 4.123 -7.138 3.052
H 4.408 -7.214 0.577
H 3.825 -2.959 0.398
H 3.569 -2.891 2.857
H 3.859 -2.196 -3.250
H 2.250 -0.321 -3.007
H -1.627 -3.962 0.861
H -0.237 -6.002 0.551
H 1.875 -5.834 -0.722
O 0.181 0.293 2.975
S 1.365 -0.568 2.677
N 1.316 -1.128 1.316
F -2.443 0.030 2.470
P -2.963 -1.544 2.664
F -4.446 -1.076 2.524
F -2.858 -1.611 0.945
F -3.334 -3.068 2.667
F -1.347 -1.950 2.561
F -2.890 -1.408 4.207
O -0.349 1.762 0.655
S 0.690 2.580 1.458
C 1.864 3.139 0.230
C 1.842 2.598 -1.042
C 2.763 3.063 -1.976
C 3.690 4.033 -1.624
C 3.717 4.541 -0.326
C 2.803 4.094 0.612
C -0.112 4.137 1.752
C -0.628 4.873 0.688
C -1.258 6.073 0.958
C -1.360 6.530 2.274
C -0.840 5.787 3.322
C -0.212 4.572 3.065
H 1.118 1.836 -1.294
H 2.751 2.666 -2.985
H 4.396 4.400 -2.360
H 4.453 5.286 -0.047
H 2.812 4.493 1.624
H -0.518 4.511 -0.332
H -1.659 6.667 0.144
H -1.849 7.476 2.477
H -0.923 6.148 4.341
H 0.188 3.967 3.875